# 1
Computed, not measured: a cluster of 6 separate species, C30H28O18 in total, with ωB97M-V with the def2-TZVPD basis set.

## Properties
**Charge**: 0
**Energy relative to the best compared isomer or geometry (same formula, charge and spin)**: 1.688 eV
**HOMO-LUMO gap**: 6.0030 eV

Structure (XYZ):
```
76
Properties=species:S:1:pos:R:3:lowdin_charge:R:1
O -3.51 2.80 -2.22 0.124
C -3.22 2.02 -1.36 -0.466
C -1.90 1.79 -0.89 0.098
C -1.54 0.80 0.30 -0.049
O -0.30 0.72 0.85 0.150
C -2.64 -0.08 0.82 -0.358
O -2.37 -1.02 1.60 0.072
C -3.97 0.23 0.40 0.096
C -4.24 1.19 -0.77 -0.123
O -5.56 1.37 -1.10 0.103
H -0.95 2.33 -1.38 0.142
H 0.25 1.29 0.48 -0.028
H -4.80 -0.41 0.89 0.153
H -5.49 1.93 -1.87 0.093
O 1.10 1.09 -2.16 0.066
C 0.53 0.10 -2.59 -0.444
C 0.72 -1.13 -1.98 0.077
C 0.02 -2.43 -2.32 -0.094
O 0.09 -3.51 -1.52 0.129
C -0.82 -2.53 -3.59 -0.283
O -1.60 -3.38 -3.97 0.109
C -1.03 -1.15 -4.34 0.170
C -0.38 0.18 -3.74 -0.174
O -0.61 1.34 -4.37 0.066
H 1.33 -1.19 -1.13 0.084
H 0.62 -3.34 -0.78 0.053
H -1.72 -1.10 -4.96 -0.007
H -0.26 1.93 -3.57 0.161
O 5.20 -2.82 1.95 0.011
C 4.61 -1.83 2.63 -0.284
C 4.82 -1.59 4.05 0.058
C 4.25 -0.45 4.76 -0.071
O 4.96 0.15 5.95 0.100
C 3.25 0.39 4.13 -0.341
O 2.71 1.24 4.88 0.106
C 2.91 0.08 2.71 0.135
C 3.63 -0.99 1.94 -0.175
O 3.39 -1.15 0.64 0.146
H 5.89 -1.97 4.58 0.194
H 5.59 -0.46 5.95 -0.015
H 2.38 0.88 2.21 0.095
H 3.90 -1.67 0.15 0.057
O 0.26 -3.02 1.29 0.119
C 0.89 -3.37 2.23 -0.427
C 1.89 -4.37 2.22 0.073
C 2.72 -4.69 3.44 -0.080
O 3.66 -5.72 3.36 0.107
C 2.49 -4.04 4.76 -0.505
O 3.03 -4.43 5.75 0.128
C 1.54 -3.08 4.73 0.047
C 0.69 -2.65 3.54 -0.135
O -0.23 -1.68 3.62 0.082
H 1.99 -5.12 1.40 0.128
H 3.78 -6.10 2.51 0.099
H 1.32 -2.53 5.82 0.193
H -0.61 -1.63 2.61 0.153
C 1.37 5.03 -0.04 0.039
C 2.13 3.79 0.43 -0.445
C 3.42 3.88 1.20 -0.011
O 1.69 2.72 0.25 0.075
H 0.35 4.90 -0.46 0.122
H 1.79 5.27 -0.79 -0.022
H 1.49 5.74 0.67 0.056
H 3.37 3.27 2.12 0.069
H 3.67 4.88 1.79 0.126
H 4.33 3.54 0.74 0.073
C -7.53 1.81 -5.33 -0.029
C -6.29 2.57 -5.49 -0.488
C -5.03 1.82 -5.58 -0.044
O -6.28 3.84 -5.27 0.006
H -7.32 1.06 -4.58 0.092
H -7.53 1.51 -6.36 0.091
H -8.45 2.38 -5.15 0.101
H -4.84 1.23 -4.66 0.092
H -4.96 1.20 -6.45 0.077
H -4.05 2.36 -5.54 0.106
```

---

# 2
Computed, not measured: a structure of composition C30H29AsBN8O7P2Ru, with ωB97M-V with the def2-TZVPD basis set.

## Properties
**Charge**: +1
**Energy relative to the best compared isomer or geometry (same formula, charge and spin)**: 2.563 eV
**HOMO-LUMO gap (alpha / beta)**: 4.8746 / 4.8893 eV

Structure (XYZ):
```
79
Properties=species:S:1:pos:R:3:lowdin_charge:R:1
Ru -0.12 -0.28 1.08 1.311
C -2.52 -0.93 4.38 -0.007
C -1.92 -1.32 3.19 -0.081
N -1.23 -0.30 2.69 -0.103
N -1.37 0.76 3.54 0.073
C -2.15 0.39 4.56 -0.022
B -0.77 2.09 3.03 -0.643
N 0.75 1.88 2.87 0.031
C 1.79 2.36 3.58 -0.032
C 2.95 1.80 3.08 -0.022
C 2.52 0.95 2.06 -0.109
N 1.19 1.01 1.95 -0.091
N -1.41 2.27 1.61 0.044
C -2.35 3.13 1.20 -0.031
C -2.83 2.71 -0.03 -0.019
C -2.15 1.53 -0.30 -0.088
N -1.29 1.29 0.70 -0.109
N -1.03 3.31 3.87 -0.024
C -0.57 4.57 3.61 -0.105
C -1.03 5.39 4.60 -0.052
C -1.78 4.53 5.44 -0.137
N -1.78 3.29 5.00 0.081
H -3.14 -1.53 5.03 0.110
H -1.97 -2.27 2.69 0.093
H -2.39 1.11 5.32 0.111
H 1.63 3.07 4.37 0.134
H 3.95 1.97 3.41 0.106
H 3.09 0.31 1.40 0.116
H -2.61 3.98 1.81 0.133
H -3.59 3.18 -0.63 0.106
H -2.23 0.85 -1.13 0.099
H 0.03 4.77 2.74 0.131
H -0.86 6.45 4.71 0.098
H -2.31 4.78 6.35 0.107
O -2.47 -3.86 0.95 -0.084
P -1.27 -3.13 0.20 0.199
O -1.03 -3.64 -1.17 -0.277
O -1.51 -1.63 0.30 -0.426
O -0.02 -3.49 1.18 -0.238
P 1.27 -2.57 1.48 0.205
O 2.46 -3.59 1.48 -0.059
O 1.02 -1.78 2.71 -0.247
O 1.50 -1.62 0.28 -0.442
H -2.76 -4.66 0.49 0.102
H 2.52 -4.15 2.27 0.113
C 2.49 -5.01 -3.81 -0.051
C 1.27 -4.57 -4.32 -0.051
C 0.65 -3.45 -3.78 -0.076
C 1.29 -2.77 -2.75 -0.366
C 2.50 -3.20 -2.22 -0.094
C 3.10 -4.33 -2.77 -0.051
As 0.47 -1.24 -1.99 1.516
C -1.06 -0.67 -2.99 -0.355
C -1.04 0.59 -3.59 -0.095
C -2.16 1.02 -4.29 -0.064
C -3.29 0.21 -4.37 -0.056
C -3.30 -1.03 -3.76 -0.052
C -2.20 -1.48 -3.06 -0.099
C 1.78 0.16 -2.24 -0.359
C 2.76 0.00 -3.21 -0.079
C 3.69 1.02 -3.42 -0.057
C 3.63 2.18 -2.66 -0.058
C 2.65 2.35 -1.70 -0.061
C 1.72 1.34 -1.49 -0.128
H 2.96 -5.89 -4.23 0.114
H 0.80 -5.10 -5.14 0.114
H -0.30 -3.12 -4.17 0.105
H 2.97 -2.67 -1.41 0.102
H 4.04 -4.68 -2.36 0.114
H -0.17 1.22 -3.53 0.100
H -2.14 1.99 -4.77 0.113
H -4.16 0.56 -4.91 0.113
H -4.18 -1.66 -3.83 0.115
H -2.21 -2.44 -2.55 0.085
H 2.82 -0.90 -3.80 0.105
H 4.45 0.90 -4.18 0.113
H 4.36 2.97 -2.83 0.113
H 2.60 3.25 -1.11 0.113
H 0.95 1.48 -0.74 0.066
```

---

# 3
Computed, not measured: a cluster of 5 separate species, C30H29BFI2NO17 in total, with ωB97M-V with the def2-TZVPD basis set.

## Properties
**Charge**: 0
**HOMO-LUMO gap**: 7.4912 eV

Structure (XYZ):
```
81
Properties=species:S:1:pos:R:3:lowdin_charge:R:1
C 4.50 -1.62 0.60 0.099
C 3.78 -1.21 -0.30 -0.073
C 2.45 -0.66 -0.99 -0.109
C 2.23 0.83 -0.97 0.039
C 0.97 1.43 -1.56 -0.056
C 0.80 2.99 -1.44 -0.252
C -0.61 3.46 -0.88 -0.036
F 1.78 3.45 -0.47 -0.102
C 0.01 0.48 -2.18 0.015
C 0.24 -1.03 -2.21 0.014
C 1.46 -1.64 -1.62 0.042
B 1.73 -3.25 -1.63 -0.380
C 2.08 -4.11 -0.30 -0.008
O 1.70 -4.02 -2.83 0.094
C -0.94 -1.86 -2.88 -0.242
O -0.78 -2.84 -3.57 0.133
C -2.39 -1.26 -2.62 -0.146
C -3.65 -2.16 -2.36 -0.682
I -4.69 -2.91 -4.08 0.883
C -4.09 -2.44 -1.07 -0.676
C -5.35 -3.29 -0.71 -0.165
I -2.98 -1.66 0.65 0.962
C -2.60 0.10 -2.61 -0.143
O -3.86 0.72 -2.40 -0.049
N -4.08 0.97 -1.05 -0.020
O -3.52 1.93 -0.67 0.068
C -1.33 1.05 -2.82 -0.237
O -1.39 2.08 -3.46 0.108
H 5.19 -2.07 1.36 0.071
H 3.04 1.43 -0.49 0.117
H 1.10 3.49 -2.41 0.157
H -0.53 4.34 -0.17 0.090
H -1.16 2.58 -0.46 0.066
H -1.21 3.85 -1.77 0.088
H 3.01 -3.74 0.22 0.049
H 2.29 -5.19 -0.59 0.080
H 1.23 -4.14 0.44 0.061
H 2.11 -3.52 -3.57 0.106
H -5.03 -4.14 -0.03 0.088
H -6.01 -2.62 -0.07 0.081
H -5.96 -3.62 -1.59 0.026
O 5.54 -3.63 -3.61 0.171
C 5.68 -2.47 -3.84 -0.550
O 4.65 -1.59 -4.02 0.048
C 5.22 -0.29 -4.04 -0.137
C 6.64 -0.54 -4.45 -0.131
O 6.89 -1.85 -3.95 0.065
H 4.69 0.36 -4.75 0.135
H 5.14 0.14 -3.04 0.126
H 6.77 -0.54 -5.53 0.135
H 7.33 0.18 -4.01 0.135
O -7.07 -1.88 2.89 0.162
C -6.67 -0.76 2.94 -0.554
O -6.99 0.13 3.92 0.065
C -6.15 1.27 3.74 -0.129
C -5.80 1.20 2.28 -0.143
O -5.85 -0.20 2.01 -0.015
H -6.68 2.18 4.00 0.134
H -5.28 1.17 4.39 0.136
H -6.53 1.71 1.65 0.136
H -4.81 1.60 2.07 0.124
O -0.07 -3.60 2.75 0.138
C 0.32 -2.47 2.79 -0.578
O 0.00 -1.58 3.76 0.064
C 0.83 -0.43 3.57 -0.143
C 1.19 -0.51 2.12 -0.133
O 1.14 -1.91 1.85 0.032
H 0.30 0.48 3.81 0.100
H 1.71 -0.52 4.22 0.138
H 0.46 -0.01 1.48 0.128
H 2.18 -0.11 1.91 0.121
O 1.32 1.81 4.40 0.120
C 1.43 2.98 4.16 -0.506
O 0.39 3.82 3.94 0.073
C 0.90 5.15 3.92 -0.125
C 2.35 4.94 3.56 -0.123
O 2.62 3.64 4.08 0.078
H 0.37 5.76 3.19 0.135
H 0.78 5.59 4.91 0.136
H 2.51 4.93 2.48 0.133
H 3.00 5.68 4.01 0.137
```

---

Question: Look up the charge of the second one.
Answer: +1